Model A:
# C4H9N3

One molecule with the formula C4H9N3 (ωB97M-V/def2-TZVPD, the Open Molecules 2025 dataset).

```
16
Properties=species:S:1:pos:R:3
H 1.8511 -1.6082 -0.7443
H -1.3362 -1.7281 -1.2050
H 0.3385 0.8583 1.5053
N 0.9198 1.8427 -0.2699
H -1.1600 -1.6930 0.7774
C -2.0161 0.0600 -0.1541
C -0.0746 0.8232 0.4271
N -1.5202 1.2630 0.0916
H 0.9277 2.7582 -0.0710
H 2.2600 0.0176 0.0852
H 0.5038 1.9432 -1.2671
H 1.7191 -1.7901 0.8529
H -3.1710 -0.3521 0.2561
C -1.0318 -1.1110 -0.1910
C 1.5655 -0.9449 0.0326
N 0.2243 -0.3391 -0.1260
```

Summary:
LUMO level = 0.66 eV
M = 99.1 Da
orbital gap = 9.2 eV

---

Model B:
# C4H9N3

One molecule with the formula C4H9N3 (ωB97M-V/def2-TZVPD, the Open Molecules 2025 dataset).

```
16
Properties=species:S:1:pos:R:3
H -1.2568 -2.4586 0.2710
N -1.1125 1.0045 -1.0714
H -0.8388 0.5807 -1.9447
H 1.9845 1.1725 -1.0917
H -2.0625 1.3476 -1.0730
N -0.8268 -1.6954 -0.2555
H -0.9031 0.1738 2.0081
C 0.7338 -0.1700 0.0652
H 2.0204 1.4683 0.6427
H -2.3013 0.6614 1.2152
H 1.2319 -2.3076 0.1212
H 2.8463 0.0598 -0.0306
C 1.9501 0.6789 -0.1125
N -1.2894 0.6686 1.2178
C 0.5024 -1.5044 0.0073
C -0.6783 0.3201 0.0308
```

Summary:
LUMO level = 0.92 eV
M = 99.1 Da
orbital gap = 7.9 eV

---

Model C:
# C4H9N3

C4H9N3 as an isolated structure (ωB97M-V/def2-TZVPD, the Open Molecules 2025 dataset).

```
16
Properties=species:S:1:pos:R:3
C 0.1508 0.8296 -0.8760
H -2.7601 0.3853 0.8633
N 0.7934 -1.4214 -0.3554
H 1.3762 -2.2077 1.4049
H -3.2058 -0.1715 -0.7166
H 1.1114 2.5240 0.0410
H 1.3844 0.9937 0.8965
C -1.1513 -0.5395 -0.2599
N -0.4043 -1.5500 0.1289
H -0.1781 1.8128 1.0141
H -0.6132 1.3782 -1.4233
H 0.9272 0.5979 -1.5997
C -2.3846 -0.1440 -0.0075
H 2.6044 -2.1265 0.0683
C 0.6457 1.5760 0.3366
N 1.7038 -1.9370 0.4847
```

Summary:
LUMO level (alpha / beta) = -0.40 / 0.49 eV
M = 99.1 Da
orbital gap (alpha / beta) = 6.6 / 8.3 eV

---

Preferred: model B; penalty for the next structure: 0.0872 hartree.